(1)
Computed, not measured: a molecular structure, C20H27BrN5O3Sc, with ωB97M-V with the def2-TZVPD basis set.

Computed properties:
Lowest unoccupied orbital energy: -6.8 eV
E_HOMO: -15.698 eV
Frontier orbital gap: 8.87 eV
Charge: +2
Spin multiplicity: 1
Total energy: -4612.193144 Eh

Each line ends with the natural charge from an NBO analysis.
CARTESIAN COORDINATES (ANGSTROEM)
Sc: -0.6231 0.7515 -0.4926  1.896
C: -0.3201 0.2770 -6.2599  -0.649
C: -0.8525 1.0070 -5.0820  -0.007
C: -1.5840 2.1897 -5.2056  -0.080
C: -2.0483 2.8390 -4.0681  -0.251
C: -1.7500 2.2740 -2.8477  0.174
Br: -2.3139 3.0566 -1.1684  0.192
N: -1.0548 1.1404 -2.6768  -0.610
C: -0.6226 0.5272 -3.7900  0.093
H: -0.6337 0.7378 -7.1918  0.248
H: -0.6497 -0.7604 -6.2577  0.247
H: 0.7688 0.2681 -6.2332  0.247
H: -1.7943 2.6034 -6.1803  0.255
H: -2.6229 3.7495 -4.1250  0.269
H: -0.0670 -0.3933 -3.6457  0.216
C: 3.9787 -0.8779 0.2743  -0.622
C: 3.7037 -1.6004 -1.0377  -0.372
C: 2.2244 -2.0035 -1.1983  -0.282
C: 2.0388 -2.7145 -2.5796  -0.365
C: 0.6626 -3.3110 -2.8469  -0.629
C: 1.8533 -3.0326 -0.1188  0.724
O: 2.5061 -3.9961 0.1215  -0.484
N: 0.6929 -2.7422 0.6257  -0.652
C: -0.1865 -1.7671 0.3075  0.792
O: -1.0515 -1.2836 1.0428  -0.616
N: -0.0268 -1.1321 -0.8963  -0.815
C: 1.2871 -0.8508 -1.1560  0.761
O: 1.5094 0.3706 -1.2881  -0.635
H: 5.0351 -0.6311 0.3367  0.248
H: 3.7330 -1.5108 1.1245  0.207
H: 3.4075 0.0485 0.3360  0.200
H: 4.3042 -2.5092 -1.0826  0.248
H: 3.9841 -0.9630 -1.8766  0.227
H: 2.7756 -3.5187 -2.5993  0.257
H: 2.3013 -1.9946 -3.3568  0.217
H: 0.4378 -4.1146 -2.1488  0.224
H: 0.6632 -3.7369 -3.8481  0.246
H: -0.1398 -2.5726 -2.7892  0.197
H: 0.5312 -3.3093 1.4548  0.455
N: -0.6817 1.5670 1.4300  -0.727
C: -0.9168 1.7329 2.5706  0.746
N: -1.1098 1.9178 3.8018  -0.419
C: -2.0649 2.8866 4.3452  -0.205
C: -3.0399 2.1784 5.2853  -0.413
C: -2.2811 1.4094 6.3626  -0.406
C: -1.3391 0.4044 5.7085  -0.414
C: -0.3617 1.1355 4.7923  -0.203
H: -2.5893 3.3769 3.5221  0.225
H: -1.4910 3.6389 4.8976  0.224
H: -3.6753 1.4932 4.7201  0.213
H: -3.6794 2.9313 5.7446  0.246
H: -2.9841 0.8927 7.0137  0.243
H: -1.7088 2.1010 6.9820  0.212
H: -1.9125 -0.3296 5.1377  0.213
H: -0.7671 -0.1273 6.4680  0.245
H: 0.2983 0.4401 4.2686  0.225
H: 0.2470 1.8368 5.3732  0.224

(2)
Computed, not measured: 2 unconnected molecules or ions with the total composition C5H16N3, with ωB97M-V with the def2-TZVPD basis set.

Computed properties:
Lowest unoccupied orbital energy: -3.0 eV
E_HOMO: -14.557 eV
Frontier orbital gap: 11.52 eV
Charge: +1
Spin multiplicity: 1
Total energy: -364.161778 Eh
Relative energy (zero: lowest compared OMol25 entry of this formula, charge and spin): 8.5 kcal/mol

Each line ends with the natural charge from an NBO analysis.
CARTESIAN COORDINATES (ANGSTROEM)
C: 2.6640 -0.8448 -1.9484  -0.605
C: 1.7184 -1.7322 -1.1340  -0.611
H: 3.0596 -1.3179 -2.8450  0.224
H: 2.2175 0.1157 -2.1910  0.183
H: 3.5287 -0.6027 -1.3120  0.207
H: 2.3080 -2.6127 -0.8984  0.220
H: 0.8364 -2.0359 -1.6807  0.199
H: 1.4279 -1.3386 -0.1571  0.184
C: -2.2078 0.0927 0.3460  -0.222
C: -1.9357 -1.2182 -0.3394  -0.620
C: -0.4450 1.5997 1.2807  0.679
N: -1.0585 0.9821 0.2874  -0.546
N: -0.6742 1.2339 2.5300  -0.768
N: 0.4105 2.5889 1.0123  -0.758
H: -3.0691 0.5698 -0.1378  0.224
H: -2.5361 -0.0207 1.3716  0.201
H: -2.8352 -1.6742 -0.7250  0.243
H: -1.4216 -1.8972 0.3359  0.222
H: -0.6861 1.1823 -0.6270  0.415
H: -1.2539 0.4428 2.7413  0.423
H: -0.2151 1.5733 3.3645  0.432
H: 0.5738 2.9409 0.0817  0.432
H: 0.8292 3.0374 1.8081  0.422
H: -1.2357 -1.0645 -1.1638  0.218